Below is a cluster of 10 separate species, C48H93F2N3O14 in total in a non-equilibrium geometry, with properties calculated with the ωB97M-V functional and the def2-TZVPD basis.

Last columns: bonded neighbours and bond lengths (Å).
Atoms and positions in Å:
1 C -1.76 -1.21 0.03  C2 1.532, H12 1.090, H13 1.090, H14 1.090
2 C -0.71 -0.52 -0.84  C1 1.532, C3 1.584, C4 1.587, N10 1.444
3 C -1.46 0.52 -1.76  C2 1.584, H15 1.090, H16 1.090, H17 1.090
4 C 0.24 0.29 0.14  C2 1.587, C5 1.551, H18 1.090, H19 1.090
5 C 1.30 -0.48 0.97  C4 1.551, C6 1.532, H20 1.090, H21 1.090
6 C 2.09 -1.47 0.12  C5 1.532, C7 1.591, H22 1.090, H23 1.090
7 C 1.15 -2.33 -0.84  C6 1.591, C8 1.563, C9 1.555, N10 1.481
8 C 2.06 -2.98 -1.93  C7 1.563, H24 1.090, H25 1.090, H26 1.090
9 C 0.50 -3.48 -0.02  C7 1.555, H27 1.090, H28 1.090, H29 1.090
10 N 0.16 -1.46 -1.52  C2 1.444, C7 1.481, O11 1.403
11 O -0.48 -2.12 -2.57  N10 1.403, H30 0.960
12 H -2.32 -2.00 -0.47  C1 1.090
13 H -1.43 -1.54 1.02  C1 1.090
14 H -2.50 -0.46 0.31  C1 1.090
15 H -0.64 1.06 -2.23  C3 1.090
16 H -2.09 0.14 -2.56  C3 1.090
17 H -2.05 1.32 -1.30  C3 1.090
18 H 0.77 1.07 -0.40  C4 1.090
19 H -0.34 0.82 0.90  C4 1.090
20 H 2.04 0.20 1.39  C5 1.090
21 H 0.72 -1.10 1.65  C5 1.090
22 H 2.75 -2.14 0.67  C6 1.090
23 H 2.76 -0.96 -0.58  C6 1.090
24 H 2.96 -3.25 -1.38  C8 1.090
25 H 2.38 -2.29 -2.70  C8 1.090
26 H 1.64 -3.90 -2.34  C8 1.090
27 H -0.15 -4.16 -0.57  C9 1.090
28 H -0.05 -3.11 0.85  C9 1.090
29 H 1.22 -4.13 0.49  C9 1.090
30 H -1.12 -2.69 -2.14  O11 0.960
31 C -3.00 4.89 2.28  C32 1.526, H42 1.090, H43 1.090, H44 1.090
32 C -3.47 3.77 1.35  C31 1.526, C33 1.535, C34 1.588, N40 1.434
33 C -3.04 4.15 -0.08  C32 1.535, H45 1.090, H46 1.090, H47 1.090
34 C -2.65 2.44 1.61  C32 1.588, C35 1.557, H48 1.090, H49 1.090
35 C -3.11 1.63 2.86  C34 1.557, C36 1.562, H50 1.090, H51 1.090
36 C -4.66 1.47 2.84  C35 1.562, C37 1.575, H52 1.090, H53 1.090
37 C -5.43 2.82 2.62  C36 1.575, C38 1.534, C39 1.495, N40 1.460
38 C -6.85 2.36 2.25  C37 1.534, H54 1.090, H55 1.090, H56 1.090
39 C -5.52 3.57 3.91  C37 1.495, H57 1.090, H58 1.090, H59 1.090
40 N -4.88 3.55 1.47  C32 1.434, C37 1.460, O41 1.393
41 O -5.69 4.54 0.93  N40 1.393, H60 0.960
42 H -2.85 4.49 3.28  C31 1.090
43 H -2.03 5.30 2.01  C31 1.090
44 H -3.68 5.73 2.35  C31 1.090
45 H -1.97 4.10 -0.25  C33 1.090
46 H -3.52 3.44 -0.74  C33 1.090
47 H -3.40 5.11 -0.46  C33 1.090
48 H -2.78 1.78 0.76  C34 1.090
49 H -1.60 2.70 1.79  C34 1.090
50 H -2.56 0.69 2.83  C35 1.090
51 H -2.72 2.21 3.69  C35 1.090
52 H -5.01 0.99 3.75  C36 1.090
53 H -4.91 0.77 2.04  C36 1.090
54 H -7.36 3.12 1.66  C38 1.090
55 H -7.51 1.96 3.02  C38 1.090
56 H -6.88 1.51 1.57  C38 1.090
57 H -4.63 3.74 4.52  C39 1.090
58 H -6.23 3.20 4.65  C39 1.090
59 H -5.93 4.57 3.78  C39 1.090
60 H -5.92 4.22 0.05  O41 0.960
61 C 6.48 4.78 1.75  C62 1.502, H72 1.090, H73 1.090, H74 1.090
62 C 5.09 4.88 1.20  C61 1.502, C63 1.557, C64 1.550, N70 1.504
63 C 3.99 5.09 2.27  C62 1.557, H75 1.090, H76 1.090, H77 1.090
64 C 5.14 6.08 0.21  C62 1.550, C65 1.591, H78 1.090, H79 1.090
65 C 3.96 6.10 -0.84  C64 1.591, C66 1.475, H80 1.090, H81 1.090
66 C 3.72 4.81 -1.51  C65 1.475, C67 1.607, H82 1.090, H83 1.090
67 C 3.65 3.55 -0.51  C66 1.607, C68 1.555, C69 1.577, N70 1.474
68 C 2.26 3.46 0.18  C67 1.555, H84 1.090, H85 1.090, H86 1.090
69 C 3.73 2.37 -1.55  C67 1.577, H87 1.090, H88 1.090, H89 1.090
70 N 4.82 3.65 0.38  C62 1.504, C67 1.474, O71 1.430
71 O 5.03 2.43 1.11  N70 1.430, H90 0.960
72 H 6.54 4.15 2.64  C61 1.090
73 H 7.28 4.45 1.09  C61 1.090
74 H 6.87 5.64 2.30  C61 1.090
75 H 4.09 6.06 2.75  C63 1.090
76 H 2.96 5.04 1.90  C63 1.090
77 H 4.03 4.24 2.96  C63 1.090
78 H 5.25 6.95 0.86  C64 1.090
79 H 6.02 5.91 -0.42  C64 1.090
80 H 3.00 6.36 -0.38  C65 1.090
81 H 4.09 6.95 -1.51  C65 1.090
82 H 4.43 4.63 -2.32  C66 1.090
83 H 2.82 4.98 -2.10  C66 1.090
84 H 1.94 4.47 0.42  C68 1.090
85 H 2.24 2.81 1.06  C68 1.090
86 H 1.44 3.09 -0.44  C68 1.090
87 H 4.72 2.32 -2.01  C69 1.090
88 H 2.92 2.47 -2.27  C69 1.090
89 H 3.54 1.41 -1.06  C69 1.090
90 H 5.72 2.05 0.57  O71 0.960
91 O -5.92 -4.58 3.69  C92 1.208
92 C -4.90 -3.94 3.66  O91 1.208, O93 1.355, O97 1.291
93 O -3.72 -4.23 3.05  C92 1.355, C94 1.455
94 C -2.72 -3.22 3.34  O93 1.455, C95 1.498, H98 1.090, H99 1.090
95 C -3.60 -2.07 3.71  C94 1.498, F96 1.328, O97 1.425, H100 1.090
96 F -4.03 -1.36 2.67  C95 1.328
97 O -4.74 -2.77 4.19  C92 1.291, C95 1.425
98 H -2.13 -3.49 4.22  C94 1.090
99 H -2.10 -2.90 2.50  C94 1.090
100 H -3.26 -1.43 4.53  C95 1.090
101 O 4.45 -0.12 -5.39  C102 1.229
102 C 3.27 -0.20 -5.03  O101 1.229, O103 1.344, O107 1.357
103 O 2.60 0.66 -4.24  C102 1.344, C104 1.427
104 C 1.28 0.18 -3.98  O103 1.427, C105 1.505, H108 1.090, H109 1.090
105 C 1.06 -0.74 -5.14  C104 1.505, F106 1.384, O107 1.484, H110 1.090
106 F 0.51 -0.17 -6.27  C105 1.384
107 O 2.44 -1.19 -5.43  C102 1.357, C105 1.484
108 H 1.38 -0.30 -3.00  C104 1.090
109 H 0.58 1.01 -3.92  C104 1.090
110 H 0.38 -1.56 -4.90  C105 1.090
111 C -3.05 0.37 -5.65  C112 1.556, H115 1.090, H116 1.090, H117 1.090
112 C -3.61 -1.07 -5.43  C111 1.556, C113 1.561, O114 1.214
113 C -2.63 -2.28 -5.53  C112 1.561, H118 1.090, H119 1.090, H120 1.090
114 O -4.80 -1.28 -5.44  C112 1.214
115 H -3.87 1.08 -5.53  C111 1.090
116 H -2.63 0.47 -6.66  C111 1.090
117 H -2.31 0.58 -4.88  C111 1.090
118 H -1.84 -2.24 -4.79  C113 1.090
119 H -2.17 -2.38 -6.51  C113 1.090
120 H -3.20 -3.21 -5.40  C113 1.090
121 C 1.75 -7.45 3.92  C122 1.560, H125 1.090, H126 1.090, H127 1.090
122 C 0.49 -6.55 4.09  C121 1.560, C123 1.533, O124 1.230
123 C 0.49 -5.36 3.13  C122 1.533, H128 1.090, H129 1.090, H130 1.090
124 O -0.44 -6.79 4.86  C122 1.230
125 H 1.63 -8.33 4.55  C121 1.090
126 H 2.65 -6.91 4.21  C121 1.090
127 H 2.04 -7.80 2.93  C121 1.090
128 H 0.21 -5.72 2.14  C123 1.090
129 H 1.40 -4.77 3.15  C123 1.090
130 H -0.39 -4.76 3.35  C123 1.090
131 C 4.01 -1.25 3.17  C132 1.452, H135 1.090, H136 1.090, H137 1.090
132 C 5.44 -1.45 3.02  C131 1.452, C133 1.515, O134 1.251
133 C 5.97 -2.09 1.75  C132 1.515, H138 1.090, H139 1.090, H140 1.090
134 O 6.29 -1.06 3.85  C132 1.251
135 H 3.70 -0.33 2.68  C131 1.090
136 H 3.82 -1.16 4.24  C131 1.090
137 H 3.44 -2.17 3.03  C131 1.090
138 H 6.82 -2.75 1.94  C133 1.090
139 H 6.10 -1.29 1.03  C133 1.090
140 H 5.13 -2.67 1.39  C133 1.090
141 C 2.95 -6.87 -3.56  C142 1.526, H145 1.090, H146 1.090, H147 1.090
142 C 4.34 -6.88 -2.92  C141 1.526, C143 1.467, O144 1.236
143 C 4.60 -5.97 -1.80  C142 1.467, H148 1.090, H149 1.090, H150 1.090
144 O 5.28 -7.53 -3.39  C142 1.236
145 H 3.01 -6.60 -4.61  C141 1.090
146 H 2.29 -6.26 -2.94  C141 1.090
147 H 2.61 -7.91 -3.51  C141 1.090
148 H 3.76 -6.08 -1.12  C143 1.090
149 H 4.71 -4.94 -2.15  C143 1.090
150 H 5.49 -6.30 -1.28  C143 1.090
151 C -5.83 -0.18 -0.82  C152 1.503, H155 1.090, H156 1.090, H157 1.090
152 C -6.24 0.52 -2.09  C151 1.503, C153 1.509, O154 1.253
153 C -5.08 1.04 -2.89  C152 1.509, H158 1.090, H159 1.090, H160 1.090
154 O -7.42 0.76 -2.44  C152 1.253
155 H -4.80 -0.54 -0.87  C151 1.090
156 H -6.45 -1.01 -0.48  C151 1.090
157 H -5.84 0.65 -0.12  C151 1.090
158 H -4.58 1.89 -2.42  C153 1.090
159 H -5.42 1.28 -3.90  C153 1.090
160 H -4.30 0.29 -3.00  C153 1.090

Calculated values
Molar mass, g/mol: 974.275
E_HOMO, eV: -8.66
F_max, eV Å⁻¹: 4.9
Orbital gap, eV: 8.309
Energy, eV: -89847.4427
LUMO energy, eV: -0.353

Atom charges from the Mulliken analysis, given in e for atoms 1 to 6: number 1, C, carries 0.093; number 2, C, carries 2.442; number 3, C, carries -0.996; number 4, C, carries 0.175; number 5, C, carries -0.673; number 6, C, carries -1.365